(1)
Density functional theory data (ωB97M-V with the def2-TZVPD basis set) for a molecular structure, C18H36MnN8S4.

Cartesian coordinates (Å):
Mn  -0.26141  0.58447  -0.07637
S  -0.77511  -0.83281  -1.89000
S  -2.16233  1.84036  -0.89701
S  1.85207  -0.47876  -0.20682
S  0.88836  2.48930  -0.92480
N  -2.42387  -0.30513  1.47540
N  1.41009  2.18132  1.99178
N  0.41636  1.38492  1.79309
N  -1.26593  -0.81374  1.02264
N  -1.75263  -1.96242  2.67671
N  1.55829  2.27097  3.30111
N  -0.85539  -1.80652  1.72478
N  -0.10042  0.93865  2.95227
C  -1.63981  -3.06289  3.64497
C  -2.71130  -1.02341  2.53230
C  -3.85910  -4.10636  3.01624
C  0.79817  -1.10668  -2.73316
C  -2.36094  -4.33277  3.18935
C  3.60007  1.19723  5.30851
C  -2.83360  0.81494  -2.23560
C  3.01370  0.82703  -0.70595
C  3.87966  2.23194  4.22334
C  4.48016  1.58719  2.97894
C  -1.73271  -4.92734  1.93377
C  -0.06560  3.02830  -2.35384
C  2.43085  1.87231  -1.64852
C  2.64388  3.06915  3.89096
C  1.78002  -1.55846  -1.66564
C  0.62580  1.50492  3.88164
C  -1.47779  3.24498  -1.83207
C  -1.79005  0.08600  -3.06532
H  -0.57335  -3.23412  3.77730
H  2.78927  -1.65977  -2.06459
H  -3.49532  0.10663  -1.73416
H  5.41547  1.08827  3.22889
H  0.35047  3.95896  -2.73988
H  -2.21124  -5.87454  1.68793
H  -4.31175  -3.67139  3.90978
H  -1.49690  4.08453  -1.13621
H  0.50503  1.39713  4.94586
H  4.59800  2.95731  4.61530
H  3.12509  2.70375  -1.76665
H  -1.17465  0.76515  -3.64843
H  3.15225  1.65009  6.19516
H  2.23561  3.54390  4.78247
H  -3.46094  1.45320  -2.85767
H  -0.01253  2.27468  -3.13438
H  2.86864  3.84160  3.15853
H  3.32405  1.28239  0.23435
H  1.48875  -2.53288  -1.27048
H  -1.86148  -4.26484  1.07442
H  -4.36263  -5.05179  2.82020
H  -2.05536  -2.69244  4.58158
H  -4.06971  -3.45330  2.16486
H  -2.26712  -0.61593  -3.74877
H  3.89110  0.34794  -1.14018
H  2.93742  0.40646  4.94600
H  -0.66552  -5.11204  2.06353
H  0.67423  -1.89188  -3.47933
H  2.22574  1.45974  -2.63405
H  3.80856  0.82661  2.56699
H  4.52553  0.71434  5.61884
H  1.11207  -0.19426  -3.23571
H  4.68984  2.32790  2.20446
H  -2.21431  -5.03417  4.01587
H  -3.55276  -0.89526  3.19013
H  -2.16940  3.48407  -2.63963

Results
- 2S+1 = 2
- charge = +2
- energy (eV) = -105818.8685
- <S²> = 0.800
- LUMO energy (spin up / spin down) (eV) = -4.7 / -5.1
- gap between HOMO and LUMO (spin up / spin down) (eV) = 10.1 / 9.1

Here are the Löwdin charges for atoms 1 to 4, given in e:
1. Mn -0.09
2. S 0.94
3. S 0.91
4. S 0.91


(2)
Density functional theory data (ωB97M-V with the def2-TZVPD basis set) for a molecular structure, C32H47Cl3EuN3O3SSi.

Cartesian coordinates (Å):
Eu  -0.33649  -0.30348  1.38815
Cl  1.31439  -2.32660  2.29435
Cl  -0.54511  -2.18367  -0.89342
Cl  1.72503  0.93295  0.79175
S  0.07997  -0.57649  4.50944
Si  0.85707  -3.13664  -2.52779
O  0.93593  -1.71968  -3.26295
O  -2.43720  0.02646  -0.10284
O  -1.01842  2.04863  2.14039
N  -3.14633  0.25258  -2.28684
N  -1.18794  -0.92523  3.60198
N  0.14346  3.96592  1.57949
C  1.75499  -3.80893  -0.94362
C  0.39984  -3.83257  7.69388
C  0.60582  -2.49511  8.06172
C  2.27482  -4.02360  -3.55413
C  -1.02512  3.47145  6.16645
C  2.34299  1.61072  -2.97885
C  1.51498  -0.67587  -5.30517
C  -0.29237  0.92683  5.36133
C  0.06291  -4.16565  6.38464
C  -0.33800  2.36305  -2.67900
C  1.69958  -0.64695  -3.79560
C  -3.47856  1.15742  -3.38619
C  0.47691  -1.48530  7.10199
C  2.01351  2.94311  -2.71614
C  -1.58032  1.13833  5.84302
C  1.46410  4.51356  1.28708
C  0.39876  -0.13865  -5.83457
C  -2.66969  0.72026  -1.11256
C  1.32075  0.67602  -3.16650
C  -0.66796  -4.18159  -2.93665
C  0.13919  -1.83498  5.78795
C  0.08462  -0.07958  -7.28606
C  -0.05558  -3.16754  5.41939
C  -1.03046  4.79052  1.37185
C  0.66109  1.96154  5.31321
C  0.28102  3.23818  5.72327
C  0.01521  2.76083  2.12633
C  0.67086  3.32432  -2.58866
C  2.45659  -1.53923  -6.08737
C  -3.50207  -1.14976  -2.48356
C  -0.00577  1.02039  -2.92054
C  -1.94973  2.42500  6.23242
H  -2.29100  0.31007  5.87198
H  3.37303  1.27257  -3.09983
H  2.79911  3.69179  -2.65052
H  -0.70625  0.65821  -7.46517
H  0.51785  -4.60969  8.44164
H  -3.51148  2.18817  -3.02010
H  1.38887  5.17457  0.41538
H  0.87204  -2.22541  9.07710
H  -0.10746  -5.20476  6.09535
H  1.05983  -4.24975  -0.21690
H  3.00543  -0.95938  -6.84339
H  -1.45148  -3.57368  -3.40491
H  1.85763  5.08917  2.13850
H  -2.96717  2.59980  6.58757
H  2.28801  -3.01377  -0.41414
H  2.47897  -4.60225  -1.18349
H  2.50882  -5.02337  -3.13740
H  -0.38104  -4.98261  -3.62414
H  1.65639  1.73743  4.92700
H  -1.90480  4.14522  1.27075
H  -1.97959  -0.40843  4.00146
H  -4.48240  -1.18265  -2.97205
H  3.20443  -2.03240  -5.45076
H  -0.25413  -3.39388  4.37559
H  -0.87864  5.38146  0.46500
H  -2.73267  1.09114  -4.19380
H  1.97528  -4.16031  -4.60147
H  -0.76511  0.23125  -2.94992
H  -1.09453  -4.64250  -2.03464
H  -2.78041  -1.63788  -3.15550
H  -1.18016  5.47241  2.21997
H  1.88493  -2.31923  -6.63355
H  -1.32281  4.48125  6.46302
H  0.40331  4.37204  -2.44089
H  -0.31121  -1.04820  -7.62609
H  0.62172  -0.43606  7.35099
H  0.94545  0.18546  -7.91125
H  3.19641  -3.42036  -3.53138
H  -2.48961  1.80869  -1.11650
H  0.95324  2.40272  2.56650
H  -3.52107  -1.66907  -1.52363
H  -4.45522  0.87697  -3.79838
H  1.01736  4.04810  5.68937
H  -1.38368  2.66223  -2.62306
H  2.75082  -0.83768  -3.56990
H  -0.39055  0.18670  -5.16008
H  2.15620  3.69494  1.06462

Results
- ΔE to the lowest compared entry with this formula, charge and spin (eV) = 2.2016
- 2S+1 = 7
- energy (eV) = -120171.8276
- <S²> = 12.012
- LUMO energy (spin up / spin down) (eV) = -1.0 / -0.2
- gap between HOMO and LUMO (spin up / spin down) (eV) = 5.8 / 6.6

Here are the Löwdin charges for atoms 1 to 4, given in e:
1. Eu 1.38
2. Cl -0.22
3. Cl 0.20
4. Cl -0.03


(3)
Density functional theory data (ωB97M-V with the def2-TZVPD basis set) for a single C8H7BO2S molecule.

Cartesian coordinates (Å):
S  0.09815  2.49535  -1.06482
O  0.17227  -2.58748  -1.07165
O  -0.61337  -1.64066  -3.19091
C  0.16696  0.18377  0.13522
C  0.00457  1.54981  0.42349
C  0.17578  -0.74490  1.21237
C  0.20056  -0.07111  -1.29360
C  -0.10557  1.05918  2.77132
C  0.08398  -0.31489  2.52575
C  -0.14039  1.97502  1.73664
C  0.28092  1.05303  -2.03021
B  -0.08560  -1.49373  -1.90005
H  0.05452  -3.41164  -1.58313
H  0.16153  -1.02420  3.32763
H  0.35934  -1.79530  1.04658
H  -0.23690  1.40245  3.77215
H  -0.12514  3.04036  1.87650
H  0.30005  1.08449  -3.10237
H  -0.75164  -0.75955  -3.59091

Results
- ΔE to the lowest compared entry with this formula, charge and spin (eV) = 0.0000
- 2S+1 = 1
- SMILES = OB(O)c1csc2ccccc12
- energy (eV) = -24019.2434
- LUMO energy (eV) = 0.4
- gap between HOMO and LUMO (eV) = 8.8

Here are the Löwdin charges for atoms 1 to 4, given in e:
1. S 1.02
2. O 0.14
3. O 0.14
4. C -0.20


(4)
Density functional theory data (ωB97M-V with the def2-TZVPD basis set) for 11 unconnected molecules or ions with the total composition C7H34O11.

Cartesian coordinates (Å):
O  3.85714  -1.82366  -2.69196
O  2.66877  2.18660  4.29414
O  -0.43509  1.42196  -4.30124
O  0.18589  -2.89448  0.58518
O  3.28876  -0.10803  1.83282
O  2.64340  0.81262  -4.20436
O  3.89959  -2.91551  -0.07282
O  -4.19363  -1.48937  3.72750
O  1.74447  -0.53962  4.09161
O  2.26438  2.27122  -0.04743
O  -1.61067  -0.37508  2.94160
C  -0.43927  -2.32173  -0.61340
C  -1.23160  -1.03782  -0.26336
C  -4.31959  1.76157  -1.69941
C  -3.06706  0.94558  -1.72513
C  -1.91003  2.25373  0.09200
C  -0.79563  0.22285  -1.01586
C  -2.04028  1.13772  -0.88567
H  0.30212  -2.27821  -1.41671
H  2.11597  1.46687  -3.72458
H  2.38693  1.45042  -0.54030
H  3.54643  -2.73978  -0.93008
H  2.37202  -1.06823  4.57334
H  -4.60714  2.25726  -2.62120
H  0.87273  -2.28030  0.85236
H  -1.60216  -0.47371  3.90318
H  3.70870  0.70983  2.08411
H  -2.21402  -1.36115  -0.61115
H  -1.08287  -3.19020  -0.75474
H  2.61126  1.68843  3.47752
H  -1.34029  1.71573  -4.43151
H  -1.74517  1.83008  1.09381
H  2.46001  1.49989  4.93594
H  -1.09140  2.95045  -0.09837
H  -5.16471  1.09390  -1.43302
H  0.00115  1.35020  -5.14426
H  4.75585  -1.62775  -2.63033
H  -3.83157  -2.31721  4.05136
H  -2.81143  2.83424  0.23896
H  -3.13642  0.01293  -2.27315
H  -1.25620  -0.88017  0.81314
H  -4.59178  -0.98274  4.43743
H  3.78211  -0.53633  1.12972
H  3.49912  -3.67846  0.34693
H  -4.47569  2.42483  -0.85342
H  -2.20880  -1.11444  2.79317
H  1.69497  -0.78512  3.16932
H  -0.65403  0.12342  -2.09389
H  3.43480  -1.08419  -3.14568
H  1.46195  2.05650  0.44403
H  0.13952  0.63414  -0.64923
H  2.15850  0.79033  -5.03694

Results
- ΔE to the lowest compared entry with this formula, charge and spin (eV) = 2.3034
- 2S+1 = 1
- SMILES = C/C=C(\C)CCCO.O.O.O.O.O.O.O.O.O.O
- energy (eV) = -30331.5533
- LUMO energy (eV) = 0.1
- gap between HOMO and LUMO (eV) = 8.7

Here are the Löwdin charges for atoms 1 to 4, given in e:
1. O -0.02
2. O -0.06
3. O -0.04
4. O -0.11